1.
{"formula": "C15H12F6N5O4RuS4", "method": "wB97M-V/def2-TZVPD", "elements": ["Ru", "N", "C", "S", "N", "N", "C", "C", "C", "C", "C", "C", "N", "H", "H", "H", "H", "H", "H", "H", "F", "C", "F", "F", "S", "O", "O", "N", "S", "O", "O", "C", "F", "F", "F", "S", "C", "C", "C", "C", "C", "C", "H", "H", "H", "H", "H"], "xyz": [[-0.306951, -0.501854, 0.427513], [2.665930, 1.183597, -2.244533], [1.757186, 0.919649, -1.306312], [0.646389, -0.411821, -1.638527], [1.712641, 1.673284, -0.238675], [0.752218, 1.251552, 0.615572], [0.544617, 1.900974, 1.704747], [-0.595494, 1.500957, 2.527098], [-0.918892, 2.140714, 3.706027], [-2.069598, 1.754242, 4.381906], [-2.866669, 0.760443, 3.843935], [-2.474790, 0.158268, 2.658303], [-1.359778, 0.503547, 2.020826], [2.747219, 0.610187, -3.065235], [3.322332, 1.933045, -2.097996], [1.165424, 2.754299, 1.952865], [-0.282474, 2.929305, 4.081564], [-2.343557, 2.236738, 5.309969], [-3.781399, 0.447312, 4.324740], [-3.067596, -0.624704, 2.205588], [2.871113, -0.215327, 4.038581], [3.093721, -1.463601, 3.625192], [4.360297, -1.594241, 3.278379], [2.799909, -2.306520, 4.600460], [2.009036, -1.737077, 2.164180], [0.655223, -1.411359, 2.632930], [2.476498, -0.830185, 1.142103], [2.259009, -3.246391, 1.850941], [1.412811, -3.823428, 0.639361], [2.191089, -4.395538, -0.399337], [0.332596, -2.902487, 0.267242], [0.532009, -5.232463, 1.447326], [0.009680, -4.849263, 2.612602], [1.365595, -6.234303, 1.654204], [-0.454999, -5.633825, 0.646001], [-2.246187, -1.564576, -0.512832], [-2.809589, -2.846434, 0.450210], [-3.874291, -3.607691, -0.092851], [-4.429270, -4.631666, 0.639128], [-3.940282, -4.913940, 1.913360], [-2.882587, -4.178043, 2.453762], [-2.307004, -3.159567, 1.732311], [-4.241033, -3.370300, -1.082266], [-5.240157, -5.214336, 0.225571], [-4.379075, -5.718416, 2.488220], [-2.499117, -4.422944, 3.434385], [-1.461066, -2.616710, 2.137712]], "forces_ev_per_a": [[0.1, -0.2, -0.4], [-0.1, 0.0, 0.0], [0.2, 0.2, -0.1], [-0.2, 0.0, 0.3], [-0.2, -0.2, 0.0], [0.0, 0.0, 0.1], [-0.1, 0.0, 0.0], [0.1, 0.0, -0.1], [0.0, 0.0, 0.0], [0.0, 0.0, 0.0], [0.0, 0.0, 0.0], [0.0, 0.0, 0.0], [0.1, 0.0, 0.1], [0.0, 0.0, 0.0], [0.0, 0.0, 0.0], [0.0, 0.0, 0.0], [0.0, 0.0, 0.0], [0.0, 0.0, 0.0], [0.0, 0.0, 0.0], [0.0, 0.0, 0.0], [0.0, 0.0, 0.0], [0.1, -0.1, 0.1], [0.0, 0.0, 0.0], [0.0, 0.0, 0.0], [0.1, 0.2, 0.0], [0.0, 0.1, -0.2], [0.0, 0.0, 0.1], [-0.2, 0.0, -0.1], [0.0, 0.1, 0.1], [0.0, 0.0, 0.0], [0.0, -0.1, 0.0], [0.0, -0.1, -0.1], [0.0, 0.0, 0.0], [0.0, 0.0, 0.0], [0.0, 0.0, 0.0], [0.1, 0.2, 0.0], [0.0, -0.1, 0.0], [0.0, 0.0, 0.0], [0.0, 0.0, 0.0], [0.0, 0.0, 0.0], [0.0, 0.0, 0.0], [0.0, 0.0, 0.0], [0.0, 0.0, 0.0], [0.0, 0.0, 0.0], [0.0, 0.0, 0.0], [0.0, 0.0, 0.0], [0.0, 0.0, 0.0]], "s2": 6.050, "homo_lumo_gap_ev": [7.775, 5.988], "e_tot_ev": -93610.01435, "multiplicity": 5, "e_homo_ha": [-0.439, -0.444], "e_lumo_ev": [-4.2, -6.1], "charge": 1, "e_above_lowest_kcal_mol": 0.0}


2.
{"formula": "C54H47GaN2PSSb2", "method": "wB97M-V/def2-TZVPD", "elements": ["Ga", "S", "C", "C", "C", "C", "C", "C", "C", "C", "C", "N", "H", "H", "H", "H", "H", "H", "C", "C", "C", "Sb", "C", "C", "C", "C", "C", "C", "C", "C", "C", "C", "C", "C", "Sb", "C", "C", "C", "C", "C", "C", "C", "C", "C", "C", "C", "C", "H", "H", "H", "H", "H", "H", "H", "H", "H", "H", "H", "H", "H", "H", "H", "H", "H", "H", "H", "H", "H", "H", "H", "H", "H", "H", "N", "P", "C", "C", "C", "C", "C", "C", "C", "C", "C", "C", "C", "C", "C", "C", "C", "C", "C", "C", "H", "H", "H", "H", "H", "H", "H", "H", "H", "H", "H", "H", "H", "H", "H"], "xyz": [[-21.853822, -3.126630, -0.992632], [-26.186907, -2.008440, -1.521442], [-25.398614, -1.852088, -3.013844], [-24.075567, -2.078650, -2.935344], [-23.627951, -2.472235, -1.665860], [-24.659691, -2.360966, -0.760523], [-24.415932, -2.460579, 0.665663], [-25.324534, -2.440966, 1.725046], [-24.840682, -2.495614, 3.019422], [-23.445645, -2.646925, 3.259248], [-22.633651, -2.723714, 2.167301], [-23.096929, -2.631110, 0.941479], [-25.928505, -1.512378, -3.905373], [-23.518418, -1.858144, -3.839497], [-26.378142, -2.412726, 1.626437], [-25.564720, -2.521275, 3.804092], [-23.039871, -2.726558, 4.233723], [-21.610507, -2.798059, 2.357167], [-18.306616, -5.437772, -3.596418], [-18.783513, -6.773068, -4.167454], [-20.256928, -7.113127, -3.952362], [-21.407863, -6.312885, -5.473956], [-20.972205, -7.320812, -7.176361], [-21.069593, -6.608903, -8.396740], [-20.815851, -7.245174, -9.609856], [-20.726449, -8.642962, -9.657173], [-20.523174, -9.336133, -8.507840], [-20.659303, -8.663863, -7.251844], [-20.738183, -4.367182, -5.899972], [-19.665601, -4.212060, -6.779713], [-19.117487, -2.895512, -6.939396], [-19.628444, -1.903740, -6.116410], [-20.669647, -2.099142, -5.255737], [-21.217332, -3.368924, -5.063409], [-16.301400, -5.000334, -4.300812], [-16.126088, -3.219322, -3.084514], [-17.112915, -2.231630, -3.076290], [-17.020266, -1.113012, -2.246460], [-15.793708, -0.865508, -1.564361], [-14.733442, -1.761662, -1.728696], [-14.874144, -2.968402, -2.424607], [-15.460860, -6.420176, -2.969726], [-15.551183, -6.465448, -1.569966], [-15.030206, -7.557716, -0.849858], [-14.447000, -8.571904, -1.558002], [-14.298855, -8.543065, -2.951900], [-14.752304, -7.452650, -3.602384], [-18.188708, -5.556339, -2.582290], [-19.011206, -4.626742, -3.776684], [-18.104687, -7.623129, -3.824928], [-18.516450, -6.937676, -5.200870], [-20.682318, -6.732349, -3.026613], [-20.349759, -8.194554, -3.926364], [-21.269352, -5.553174, -8.453194], [-20.929640, -6.718813, -10.591347], [-20.716349, -9.132361, -10.614841], [-20.302121, -10.401565, -8.552391], [-20.477353, -9.123065, -6.256017], [-19.232722, -5.125519, -7.202673], [-18.254280, -2.655992, -7.459121], [-19.086232, -0.957540, -6.089915], [-20.817490, -1.283966, -4.606894], [-21.964679, -3.577594, -4.379442], [-17.997382, -2.251901, -3.694238], [-17.734199, -0.282393, -2.317793], [-15.616778, 0.037519, -1.009910], [-13.822721, -1.466316, -1.181211], [-14.013628, -3.672339, -2.585349], [-16.015297, -5.607208, -1.140228], [-15.176275, -7.675542, 0.193235], [-14.030107, -9.418590, -1.023778], [-13.646054, -9.309186, -3.438980], [-14.617145, -7.443939, -4.683309], [-23.240351, -6.390396, -4.831315], [-24.622946, -6.361600, -5.566046], [-25.033256, -4.695964, -6.358812], [-26.067034, -3.839146, -6.009913], [-26.043127, -2.551524, -6.532045], [-25.067932, -2.108126, -7.388602], [-24.064325, -3.016278, -7.758584], [-24.047263, -4.272521, -7.237977], [-24.795711, -7.666738, -6.907312], [-24.294273, -8.932279, -6.626389], [-24.557505, -10.010695, -7.413692], [-25.358796, -9.919579, -8.555458], [-25.839002, -8.671097, -8.845387], [-25.535731, -7.525712, -8.071762], [-25.898347, -6.665749, -4.325060], [-27.113728, -7.171352, -4.693826], [-28.111539, -7.275344, -3.697445], [-27.859511, -6.894402, -2.394267], [-26.620895, -6.399944, -2.082083], [-25.640305, -6.285574, -3.050237], [-26.845946, -4.032960, -5.253675], [-26.823477, -1.827827, -6.234234], [-25.075606, -1.036816, -7.690679], [-23.240086, -2.706291, -8.432511], [-23.262056, -5.039310, -7.549745], [-23.766672, -9.010061, -5.671493], [-24.212665, -10.997246, -7.143008], [-25.503105, -10.802451, -9.202031], [-26.449883, -8.459898, -9.740833], [-25.954788, -6.580525, -8.351971], [-27.220160, -7.581669, -5.673844], [-29.071565, -7.763789, -3.909303], [-28.648269, -7.028226, -1.620262], [-26.391132, -6.143892, -1.068957], [-24.659525, -5.937000, -2.742957]], "forces_ev_per_a": [[0.4, -0.1, 0.5], [0.2, 0.1, 0.6], [-1.2, 0.6, -0.7], [0.1, 0.0, -1.2], [-0.1, 0.7, 0.4], [-0.4, -0.3, -0.5], [0.8, -0.6, 0.9], [0.9, 0.1, 0.3], [1.5, -0.6, -0.2], [-2.5, 0.3, -0.2], [-1.3, 0.4, 0.4], [0.0, 0.1, -1.3], [0.0, -0.2, 0.4], [0.5, -0.4, 0.2], [-0.8, 0.2, -0.6], [-0.1, 0.1, 0.6], [0.2, 0.0, 0.8], [1.7, -0.3, -0.4], [-0.2, -0.3, -2.4], [1.3, -1.1, 0.4], [0.5, -0.3, 0.5], [-0.7, 0.6, 0.7], [-0.2, -0.1, -2.6], [0.6, -0.4, -0.6], [-1.6, 0.1, -0.7], [0.7, 1.1, -0.5], [-0.3, -0.3, 2.2], [0.6, -0.7, 0.5], [0.1, -0.7, 0.4], [0.5, 1.3, 0.0], [-1.9, -2.0, 1.9], [1.0, 0.3, -1.0], [0.1, -1.0, 0.9], [1.4, 1.2, -2.2], [-0.4, 0.7, 0.2], [1.5, 0.1, 0.1], [-0.1, 0.3, 0.8], [1.9, 1.0, -0.1], [-0.9, -1.1, -1.3], [0.2, 0.1, 1.0], [-0.8, 0.0, -0.8], [0.8, -0.6, 0.6], [0.2, -0.2, -1.0], [-0.9, 0.8, -1.2], [0.8, -1.1, -0.3], [1.6, -1.2, 1.4], [-0.9, 0.7, -1.7], [0.1, -0.1, 2.5], [0.1, 0.1, -0.1], [-1.0, 1.0, 0.6], [-0.3, 0.7, -1.0], [0.2, 0.1, 0.2], [-0.4, -0.2, -0.1], [-0.1, 0.3, 0.3], [0.2, -0.2, 1.2], [0.1, -0.2, -0.2], [-0.1, 0.2, 0.2], [-0.2, -0.4, -1.1], [0.0, 0.7, -0.3], [1.4, -0.1, -1.3], [-0.4, -0.1, -0.2], [-0.9, 0.7, 0.9], [-1.4, -0.2, 1.4], [-0.2, -0.6, -0.1], [0.0, -0.6, 0.2], [-0.2, 0.2, 0.2], [-0.2, -0.6, -0.6], [-1.0, 0.7, 0.5], [-0.3, 0.3, 0.9], [0.1, 0.2, 0.9], [-0.1, 0.0, 0.1], [-1.0, 0.7, 0.3], [0.0, 0.3, 0.0], [1.1, 0.1, 0.0], [-1.0, 0.3, -1.5], [0.1, -1.6, 0.9], [-0.1, 0.2, 0.7], [-1.2, 0.9, 0.3], [0.6, 0.4, -0.2], [0.9, 1.6, -1.0], [0.8, -1.9, -0.5], [-0.3, 0.8, 0.3], [0.3, 0.7, 1.6], [-0.2, -1.3, -0.5], [0.7, -0.2, 0.2], [-0.6, 1.8, -1.2], [-0.3, -1.0, 0.2], [0.9, 0.2, -1.7], [-1.4, -0.5, 1.3], [-0.2, -0.8, -1.1], [-1.1, -0.2, 0.3], [0.5, 0.1, 0.3], [0.5, 0.6, 1.9], [0.6, -0.4, -0.5], [0.4, -0.6, -0.1], [0.2, -1.1, 0.0], [-0.7, -0.1, 0.4], [-1.0, 1.3, 0.4], [0.1, -0.4, -0.4], [0.3, 0.0, 0.2], [-0.2, 0.7, 0.5], [0.3, -0.5, 0.5], [-0.1, 0.4, -0.1], [-0.5, 0.0, -0.5], [0.4, 0.4, -0.2], [0.8, 0.2, -0.7], [0.1, 0.2, 0.4], [0.0, 0.1, -0.2]], "homo_lumo_gap_ev": 7.011, "e_tot_ev": -145306.31143, "multiplicity": 1, "e_homo_ha": -0.338, "e_lumo_ev": -2.2, "charge": 1, "e_above_lowest_kcal_mol": 32.6}